{
  "formula": "C20H25NO3",
  "method": "the ωB97M-V functional and the def2-TZVPD basis",
  "smiles": "CCOc1ccc(OCc2cccc(C(=O)N(CC)CC)c2)cc1",
  "e_above_lowest_kj_mol": 244.75,
  "total_charge": 0,
  "homo_ev": -7.879,
  "total_energy_ev": -28778.2310,
  "e_lumo_ev": 0.74,
  "gap_ha": 0.3169,
  "symbols": ["C", "C", "O", "C", "C", "C", "C", "C", "C", "H", "H", "O", "C", "C", "C", "C", "C", "C", "C", "H", "C", "O", "N", "C", "C", "H", "H", "H", "H", "H", "C", "C", "H", "H", "H", "H", "H", "H", "H", "H", "H", "H", "H", "H", "H", "H", "H", "H", "H"],
  "coordinates": [[-7.3994, -1.8346, 0.8541], [-7.6238, -0.5018, 0.1444], [-6.7746, -0.3268, -0.9691], [-5.4582, -0.0159, -0.7760], [-4.6722, 0.0078, -1.9317], [-3.3381, 0.3302, -1.8695], [-2.7386, 0.6415, -0.6467], [-3.5146, 0.6198, 0.5015], [-4.8630, 0.2926, 0.4376], [-5.4275, 0.2922, 1.3569], [-3.0921, 0.8538, 1.4665], [-1.4089, 0.9445, -0.6972], [-0.7541, 1.3117, 0.4998], [0.6816, 1.6147, 0.1616], [1.1812, 2.9055, 0.2509], [2.4977, 3.1703, -0.0869], [3.3274, 2.1474, -0.5083], [2.8385, 0.8485, -0.5928], [1.5145, 0.5908, -0.2710], [1.1218, -0.4105, -0.3712], [3.7147, -0.2578, -1.1055], [3.6697, -0.6137, -2.2679], [4.5515, -0.8180, -0.2001], [4.5794, -0.4583, 1.2009], [3.5777, -1.2672, 2.0247], [2.5635, -1.0488, 1.7008], [3.6707, -1.0113, 3.0768], [3.7571, -2.3334, 1.9089], [4.3600, 0.6063, 1.3079], [5.5913, -0.6366, 1.5737], [5.4237, -1.8940, -0.6341], [6.8247, -1.3872, -0.9641], [7.4516, -2.2143, -1.2859], [6.7709, -0.6574, -1.7677], [7.2863, -0.9186, -0.0971], [4.9757, -2.3301, -1.5299], [5.4663, -2.6534, 0.1512], [4.3532, 2.3525, -0.7792], [2.8766, 4.1798, -0.0247], [0.5376, 3.7089, 0.5787], [-0.8011, 0.4840, 1.2252], [-1.2345, 2.1951, 0.9434], [-2.7281, 0.3493, -2.7584], [-5.1407, -0.2300, -2.8733], [-7.5233, 0.3356, 0.8467], [-8.6324, -0.4735, -0.2781], [-6.3894, -1.8962, 1.2519], [-7.5410, -2.6524, 0.1521], [-8.1091, -1.9411, 1.6700]],
  "forces_ev_per_angstrom": [[0.074, 0.325, -0.260], [-0.202, -0.183, 0.327], [0.183, 0.026, -0.224], [0.150, 0.041, 0.016], [-0.112, -0.018, 0.154], [0.111, 0.046, 0.166], [-0.245, -0.062, 0.044], [0.453, 0.100, -0.061], [-0.444, -0.098, -0.110], [-0.087, -0.030, 0.046], [0.068, 0.024, 0.052], [0.039, -0.018, -0.181], [0.053, 0.034, 0.211], [-0.163, 0.026, 0.020], [-0.087, -0.104, 0.031], [0.108, 0.059, -0.007], [-0.045, -0.054, -0.013], [-0.199, 0.116, -0.161], [0.132, 0.086, -0.002], [-0.049, -0.142, -0.010], [0.027, 0.068, 0.190], [-0.097, -0.007, -0.330], [0.131, -0.078, -0.047], [-0.278, 0.008, 0.390], [0.237, 0.142, -0.090], [-0.098, 0.004, -0.004], [-0.032, -0.015, 0.153], [-0.003, -0.124, 0.012], [0.154, -0.134, 0.042], [-0.024, 0.107, -0.050], [0.164, -0.070, -0.304], [-0.242, -0.092, 0.064], [0.131, -0.064, -0.032], [0.016, 0.065, -0.083], [0.084, 0.042, 0.065], [0.052, -0.043, 0.196], [-0.062, 0.018, -0.025], [0.104, 0.018, -0.014], [0.032, 0.079, -0.001], [-0.085, 0.069, 0.028], [-0.065, 0.126, -0.087], [0.042, -0.125, -0.020], [0.065, 0.000, -0.129], [-0.047, -0.031, -0.125], [-0.031, -0.028, -0.107], [0.124, 0.066, 0.115], [0.053, -0.052, 0.076], [-0.026, -0.089, -0.033], [-0.065, -0.035, 0.108]]
}